Record 1
ORCA calculation (ωB97M-V with the def2-TZVPD basis set) on a structure of composition C10H16AlF6O8S2.

```
43
Properties=species:S:1:pos:R:3:forces:R:3:nbo_charge:R:1
Al 2.322236 -2.538114 1.425412 -0.145 0.147 -0.108 0.993
C -2.914764 -5.272094 4.858812 -1.161 -0.677 0.085 0.786
F -4.045024 -4.861304 5.458212 1.226 0.568 -0.302 -0.290
F -2.467064 -6.312124 5.536472 0.745 0.419 0.220 -0.289
F -3.260354 -5.710204 3.654762 0.567 0.604 -0.264 -0.295
S -1.577914 -3.841574 4.733612 0.322 0.970 0.781 2.178
O -0.190904 -4.324204 4.846152 -1.241 -0.365 0.514 -0.727
O -1.609504 -3.297554 3.372852 -0.781 -0.039 0.087 -0.721
O -1.976454 -2.875554 5.769452 0.421 -1.265 -1.227 -0.709
C -2.544354 3.069656 2.573742 1.403 -0.958 0.023 0.778
F -2.058434 3.517486 1.381482 -0.603 0.644 1.682 -0.309
F -3.206164 3.932806 3.356372 1.080 -0.271 -1.333 -0.282
F -3.340594 2.069736 2.272332 -0.586 -0.371 0.094 -0.301
S -1.054864 2.254716 3.556702 -2.348 1.031 0.211 2.182
O -1.811884 1.736136 4.746932 1.995 0.353 -1.907 -0.665
O -0.455834 1.286606 2.636272 -0.520 -0.117 0.842 -0.735
O -0.087334 3.306256 3.835422 -0.395 -0.544 0.370 -0.700
C -2.249264 -0.161614 -2.965358 0.112 -0.534 0.381 -0.431
C -1.474624 -0.747574 -4.136698 0.806 -0.563 -0.841 -0.437
C -0.403874 -1.717524 -3.569768 -0.838 0.929 1.197 -0.070
O -0.526884 -1.571824 -2.119228 -0.887 0.032 -0.049 -0.542
C -1.925544 -1.179684 -1.872228 0.738 -0.174 -0.506 -0.074
H -3.323664 -0.174754 -3.148658 0.056 0.265 -0.060 0.226
H -1.929144 0.843126 -2.689428 0.013 -0.071 -0.039 0.212
H -0.923824 -0.031634 -4.746738 -0.554 0.241 -0.093 0.222
H -2.117294 -1.364534 -4.764738 -0.141 0.418 -0.203 0.215
H 0.607746 -1.431104 -3.857328 -0.020 -0.171 0.166 0.189
H -0.631734 -2.733714 -3.891538 0.203 -0.186 0.243 0.176
H -2.098834 -0.827084 -0.855488 0.600 0.055 0.015 0.196
H -2.562974 -2.054414 -2.001168 -0.017 -0.260 -0.082 0.170
C 3.229806 3.168686 -2.021958 -3.909 0.811 0.168 -0.428
C 4.550626 2.804776 -2.418868 3.064 -0.048 0.591 -0.436
C 4.719866 1.366106 -1.984558 -0.701 0.171 0.048 -0.073
O 3.583586 1.037376 -1.090478 0.124 -0.107 -1.121 -0.549
C 2.762546 2.232556 -0.904748 2.611 0.405 0.192 -0.065
H 2.509076 2.988966 -2.819658 -0.088 0.526 -0.279 0.204
H 3.214576 4.202746 -1.677588 -0.537 0.047 -0.264 0.228
H 5.210256 3.424186 -1.811158 0.464 -0.006 -0.149 0.202
H 4.850126 2.958536 -3.455578 -0.352 0.029 0.007 0.231
H 5.675906 1.284366 -1.467448 -0.211 -0.628 0.153 0.190
H 4.707576 0.807146 -2.920248 -0.176 -0.906 0.495 0.185
H 3.147146 2.606726 0.044032 -0.527 0.333 0.370 0.169
H 1.678036 2.129496 -0.868368 0.182 -0.740 -0.109 0.196
```
Positions in Å, forces in eV/Å.

Output
ΔE to the lowest compared entry with this formula, charge and spin   4.380 eV
Spin multiplicity   1
Largest force on an atom   0.07770 hartree/bohr
Net charge   +1
Kohn-Sham gap   1.9 eV
E_LUMO   -10.3204 eV
E_tot   -71563.115 eV

Record 2
ORCA calculation (ωB97M-V with the def2-TZVPD basis set) on a cluster of 2 separate species, C2H10NO in total.

```
14
Properties=species:S:1:pos:R:3:forces:R:3:lowdin_spin:R:1
C 0.848656 -1.052822 1.392553 1.003 -0.703 -0.347 0.005
N -0.391524 -1.504646 0.645352 0.386 1.576 0.502 -0.001
H -0.985645 -1.937951 1.355371 -0.360 -0.317 -0.452 0.000
H -0.843187 -0.654233 0.268551 -0.227 -0.978 0.295 -0.001
H -0.178987 -2.131930 -0.129529 -0.074 -0.301 0.125 0.000
H 1.495429 -1.926060 1.434066 -0.061 -0.069 0.545 0.001
H 0.593073 -0.671606 2.375118 -0.161 -0.145 0.012 0.000
H 1.462778 -0.329707 0.855151 -0.524 0.169 -0.307 0.002
C -0.229544 1.637043 -1.798746 -1.701 -1.111 1.797 0.175
O -0.389387 1.229656 -0.428611 0.048 1.329 -1.110 0.668
H -0.385825 2.042117 0.140013 0.528 -0.196 0.304 0.002
H -1.125448 2.354441 -1.764479 0.450 0.481 -0.530 0.104
H 0.715630 2.158776 -1.985415 -0.037 0.401 -0.146 0.044
H -0.586013 0.786925 -2.359396 0.731 -0.137 -0.688 0.001
```
Positions in Å, forces in eV/Å.

Output
ΔE to the lowest compared entry with this formula, charge and spin   0.491 eV
Spin multiplicity   2
Largest force on an atom   0.05274 hartree/bohr
Net charge   +2
Kohn-Sham gap (spin up / spin down)   14.2 / 7.6 eV
E_LUMO (spin up / spin down)   -8.4562 / -15.0295 eV
<S²>   0.754
E_tot   -5751.669 eV